Molecular formula: C4H20AlB3O2S
Method: DFT, wB97M-V/def2-TZVPD

Geometry as XYZ:
```
31
C4H20AlB3O2S (wB97M-V/def2-TZVPD)
Al 0.357 -1.910 -0.293
B 0.846 -2.071 -2.630
H -0.154 -2.237 -2.260
H 1.484 -2.915 -2.421
H 0.933 -1.909 -3.694
H 1.318 -1.266 -2.088
B -2.063 -2.435 -0.650
H -3.125 -2.616 -0.701
H -1.832 -1.598 -0.010
H -1.539 -3.238 -0.156
H -1.606 -2.309 -1.619
B 2.467 -1.047 0.424
H 1.541 -0.558 0.685
H 2.586 -1.077 -0.648
H 3.321 -0.534 0.838
H 2.409 -2.042 0.837
C -1.269 2.919 0.659
C 0.209 2.968 0.388
C 0.844 1.937 1.467
S -0.376 0.609 1.609
O -0.755 0.643 2.984
O 0.132 -0.646 0.940
C -1.708 1.426 0.598
H -1.826 3.597 0.013
H -1.507 3.332 1.639
H 0.571 3.996 0.427
H 0.395 2.665 -0.642
H 0.870 2.536 2.378
H 1.829 1.505 1.296
H -2.672 1.212 1.059
H -1.678 1.066 -0.430
```

Output
Multiplicity: 1

Charges obtained by natural (NBO) population analysis, quoted in units of e: atom 1 (Al): 2.067, atom 2 (B): -0.950, atom 3 (H): 0.028, atom 4 (H): 0.059, atom 5 (H): 0.124, atom 6 (H): 0.034, atom 7 (B): -0.879, atom 8 (H): 0.099, atom 9 (H): -0.015, atom 10 (H): 0.027, atom 11 (H): 0.036, atom 12 (B): -1.032, atom 13 (H): 0.052, atom 14 (H): 0.069, atom 15 (H): 0.114, atom 16 (H): 0.053, atom 17 (C): -0.427, atom 18 (C): -0.395, atom 19 (C): -0.662, atom 20 (S): 2.142, atom 21 (O): -0.871, atom 22 (O): -1.083, atom 23 (C): -0.602, atom 24 (H): 0.247, atom 25 (H): 0.219, atom 26 (H): 0.241, atom 27 (H): 0.221, atom 28 (H): 0.265, atom 29 (H): 0.295, atom 30 (H): 0.271, atom 31 (H): 0.255


Molecular formula: C2H3Br2NOSi
Method: DFT, wB97M-V/def2-TZVPD

Geometry as XYZ:
```
10
C2H3Br2NOSi (wB97M-V/def2-TZVPD)
C -1.071 0.920 1.645
C 1.367 -0.085 -0.292
N -0.296 1.049 2.477
O -1.744 0.659 0.657
Si -0.470 -0.537 -0.834
Br -1.729 0.400 -2.494
Br -0.916 -2.719 -0.838
H 2.103 -0.324 -1.025
H 1.180 0.979 -0.055
H 1.575 -0.342 0.760
```

Output
Multiplicity: 1

Charges obtained by natural (NBO) population analysis, quoted in units of e: atom 1 (C): 0.544, atom 2 (C): -1.094, atom 3 (N): -0.546, atom 4 (O): -0.717, atom 5 (Si): 1.419, atom 6 (Br): -0.223, atom 7 (Br): -0.228, atom 8 (H): 0.266, atom 9 (H): 0.277, atom 10 (H): 0.302


no.,highest occupied orbital energy (eV),LUMO (eV)
1,-9.620,-1.9
2,-9.854,-1.2